{
  "formula": "C3H5F3",
  "method": "wB97M-V/def2-TZVPD",
  "charge": 0,
  "total_energy_ev": -11344.267,
  "de_lowest_ev": 0.806,
  "e_homo_ev": -11.3,
  "spin_multiplicity": 1,
  "smiles": "CC(F)(F)CF",
  "symbols": ["C", "C", "F", "F", "C", "F", "H", "H", "H", "H", "H"],
  "coordinates": [[0.333, 1.215, 0.115], [0.572, -0.249, 0.171], [0.906, -0.778, 1.354], [1.418, -0.710, -0.771], [-0.762, -0.946, -0.218], [-1.851, -0.282, 0.208], [1.243, 1.729, -0.013], [-0.121, 1.479, 1.041], [-0.299, 1.462, -0.763], [-0.617, -1.898, 0.195], [-0.822, -1.023, -1.319]],
  "nbo_charge": [-0.675, 0.650, -0.332, -0.341, 0.009, -0.345, 0.226, 0.239, 0.233, 0.171, 0.163]
}